Entry 1:
ORCA calculation (ωB97M-V/def2-TZVPD) on a molecular structure, C27H47Cl2N4O6SiTi at a distorted geometry.

CARTESIAN COORDINATES (ANGSTROEM)
C: -1.201 -0.215 -5.067
C: -0.666 -1.250 -4.107
H: -1.501 -0.758 -5.935
H: -0.533 0.590 -5.365
H: -2.030 0.291 -4.599
C: -0.023 -2.449 -4.531
C: 0.894 -2.519 -5.678
H: -0.037 -3.291 -3.829
H: 1.654 -1.689 -5.789
H: 0.236 -2.474 -6.562
H: 1.444 -3.477 -5.679
Ti: 0.266 0.638 1.653
Cl: 1.430 3.909 -0.075
C: -0.309 -2.132 2.275
O: 0.466 -1.190 1.909
N: 0.226 -2.934 3.160
C: 1.662 -2.764 3.393
C: -0.606 -3.880 3.879
H: -1.364 -2.232 1.901
H: 1.868 -1.722 3.667
H: 2.212 -2.985 2.469
H: 1.951 -3.444 4.188
H: -1.523 -3.383 4.244
H: -0.052 -4.276 4.728
H: -0.927 -4.702 3.219
H: 1.611 2.430 6.220
H: 0.224 3.884 6.630
C: 1.427 2.207 5.180
C: -0.086 4.201 5.612
N: 0.539 3.243 4.664
H: 0.980 1.221 5.146
C: 0.208 3.226 3.385
O: 0.634 2.280 2.631
H: -1.210 4.161 5.526
H: -0.428 4.023 2.976
H: 2.376 2.207 4.666
H: 0.265 5.246 5.403
H: 1.829 0.295 -2.691
H: 2.979 -2.792 -2.826
C: 2.880 0.109 -2.419
C: 3.648 -2.213 -2.163
N: 3.004 -1.062 -1.546
H: 3.292 1.014 -1.957
C: 2.940 -0.985 -0.166
O: 2.737 -0.009 0.555
H: 4.028 -2.906 -1.404
H: 3.120 -1.990 0.264
H: 3.431 -0.125 -3.351
H: 4.496 -1.892 -2.789
O: 0.033 -0.525 -3.068
C: -1.021 -1.365 -2.542
C: 0.400 -2.963 -1.192
C: -0.878 -2.530 -1.602
H: 1.268 -2.427 -1.563
C: 0.606 -4.074 -0.377
H: -1.881 -0.724 -2.270
C: -1.954 -3.104 -0.854
H: 1.627 -4.441 -0.185
C: -0.485 -4.738 0.201
C: -1.771 -4.234 -0.038
H: -2.976 -2.741 -0.979
H: -0.304 -5.643 0.819
H: -2.626 -4.760 0.416
Si: 0.112 4.477 -1.642
Cl: 0.161 -0.348 -0.342
C: 1.384 5.306 -2.739
C: -1.207 5.023 -0.406
C: -0.915 3.224 -2.575
H: 2.289 4.669 -2.763
H: 1.694 6.306 -2.397
H: 1.014 5.370 -3.773
H: -0.370 2.735 -3.377
H: -1.735 3.777 -3.065
H: -1.413 2.447 -1.992
H: -1.563 4.097 0.078
H: -2.042 5.450 -0.962
H: -0.902 5.691 0.405
O: -2.494 1.162 -0.842
C: -2.642 0.988 0.351
C: -3.987 0.891 1.055
C: -3.643 0.628 2.506
C: -2.135 0.623 2.557
O: -1.298 0.467 3.460
N: -1.637 0.867 1.307
H: -4.507 1.848 0.873
H: -4.552 0.079 0.565
H: -4.064 1.411 3.152
H: -4.047 -0.355 2.787

- E_LUMO (spin up / spin down) (eV) = -0.539 / -0.528
- HOMO-LUMO gap (spin up / spin down) (Ha) = 0.0884 / 0.0891
- HOMO level (spin up / spin down) (eV) = -2.943 / -2.951
- spin multiplicity = 2



Entry 2:
ORCA calculation (ωB97M-V/def2-TZVPD) on a molecular structure, C27H47F4N6OPSSbSn.

CARTESIAN COORDINATES (ANGSTROEM)
Sn: 0.348 -0.290 -0.115
C: -0.619 4.425 -1.888
C: -0.417 2.934 -1.637
N: -0.604 2.470 -0.252
C: -1.937 2.775 0.280
C: -3.039 2.042 -0.468
C: 0.483 2.921 0.612
C: 0.386 2.384 2.034
N: -0.011 0.978 2.055
C: -0.529 0.456 3.171
C: -1.259 -0.766 3.070
F: -1.338 -1.354 1.856
C: -1.887 -1.348 4.136
F: -2.570 -2.467 3.958
C: -1.805 -0.772 5.403
C: -1.075 0.394 5.562
F: -0.954 0.938 6.757
C: -0.455 1.008 4.489
F: 0.262 2.098 4.712
H: -0.439 4.646 -2.940
H: 0.074 5.033 -1.308
H: -1.630 4.757 -1.658
H: 0.589 2.638 -1.938
H: -1.100 2.364 -2.275
H: -2.138 3.853 0.272
H: -1.967 2.468 1.325
H: -3.184 2.447 -1.472
H: -3.988 2.146 0.058
H: -2.806 0.973 -0.536
H: 0.555 4.014 0.697
H: 1.418 2.585 0.144
H: -0.325 2.970 2.619
H: 1.357 2.518 2.522
H: -2.298 -1.230 6.250
C: 5.199 2.844 -0.875
N: 4.094 1.896 -0.957
C: 3.450 1.574 -2.081
S: 2.182 0.394 -2.062
N: 3.810 2.158 -3.211
C: 3.246 1.921 -4.534
H: 5.504 2.924 0.163
H: 4.886 3.832 -1.216
H: 6.056 2.502 -1.457
H: 3.841 1.376 -0.133
H: 4.619 2.763 -3.177
H: 2.249 1.504 -4.430
H: 3.873 1.230 -5.096
H: 3.191 2.871 -5.061
C: 0.730 -2.988 -3.144
P: 0.458 -3.084 -1.343
C: -1.244 -3.738 -1.214
C: 1.472 -4.513 -0.851
H: 0.445 -3.920 -3.634
H: 1.785 -2.795 -3.341
H: 0.162 -2.163 -3.580
H: -1.417 -4.538 -1.935
H: -1.982 -2.948 -1.372
H: -1.406 -4.139 -0.213
H: 1.221 -5.388 -1.453
H: 1.301 -4.750 0.199
H: 2.531 -4.291 -0.986
N: 5.298 -3.925 4.213
C: 5.087 -3.888 2.885
O: 5.656 -4.576 2.070
C: 4.029 -2.927 2.378
C: 4.206 -2.419 1.096
C: 3.218 -1.645 0.532
N: 2.064 -1.355 1.169
C: 1.906 -1.836 2.408
C: 2.855 -2.616 3.044
H: 6.003 -4.557 4.562
H: 4.899 -3.258 4.849
H: 5.101 -2.668 0.542
H: 3.323 -1.262 -0.472
H: 0.978 -1.609 2.909
H: 2.645 -3.000 4.032
C: -4.986 -0.508 -2.563
Sb: -3.088 -0.291 -3.465
C: -3.236 1.425 -4.689
C: -2.880 -1.939 -4.776
H: -5.660 -0.688 -3.402
H: -5.252 0.410 -2.048
H: -5.002 -1.351 -1.881
H: -3.821 1.098 -5.550
H: -2.258 1.770 -5.011
H: -3.759 2.205 -4.144
H: -3.846 -2.003 -5.278
H: -2.683 -2.852 -4.224
H: -2.087 -1.743 -5.492

- E_LUMO (spin up / spin down) (eV) = -10.782 / -9.570
- total charge = +3
- HOMO-LUMO gap (spin up / spin down) (Ha) = 0.1631 / 0.2066
- HOMO level (spin up / spin down) (eV) = -15.220 / -15.191



Entry 3:
ORCA calculation (ωB97M-V/def2-TZVPD) on a gas-phase ion, C27H47FIO8S (charge -1) at a distorted geometry.

CARTESIAN COORDINATES (ANGSTROEM)
C: -0.244 -4.559 2.779
C: -1.265 -4.011 2.078
C: -1.280 -3.758 0.586
C: -0.945 -2.275 0.079
C: -1.102 -2.532 -1.470
C: -1.270 -1.392 -2.496
C: -0.286 -0.184 -2.552
C: 0.346 -0.025 -3.989
C: 1.902 -0.097 -4.055
C: 2.573 1.283 -3.747
C: 4.110 1.168 -3.475
C: 4.701 2.291 -2.569
C: 4.051 2.400 -1.162
C: 4.947 3.209 -0.174
C: 4.772 2.842 1.329
C: 3.904 3.880 2.128
O: 4.525 4.282 3.345
C: 4.031 3.570 4.467
C: 0.520 -2.001 0.555
C: 1.647 -2.115 -0.538
O: 1.906 -3.254 -0.961
O: 2.374 -1.152 -0.858
C: 0.787 -0.879 1.594
I: 0.998 1.148 0.919
O: -0.061 -1.064 2.758
S: -1.619 -0.778 2.433
O: -2.429 -1.477 3.409
O: -1.833 0.641 2.630
C: -2.049 -1.255 0.621
C: -3.458 -1.867 0.805
C: -4.223 -2.376 -0.436
F: -4.554 -3.742 -0.358
O: -1.977 0.005 0.046
C: -3.092 0.612 -0.540
C: -3.987 1.510 0.360
O: -5.269 0.896 0.659
C: -5.444 0.993 2.084
C: -6.645 0.101 2.529
H: 0.006 -4.036 3.717
H: 0.320 -5.431 2.423
H: -2.165 -3.824 2.687
H: -0.482 -4.377 0.122
H: -2.234 -4.142 0.184
H: -0.318 -3.217 -1.849
H: -2.008 -3.165 -1.599
H: -1.230 -1.868 -3.502
H: -2.316 -1.013 -2.457
H: -0.906 0.736 -2.454
H: 0.450 -0.096 -1.739
H: 0.069 0.965 -4.412
H: -0.044 -0.776 -4.701
H: 2.354 -0.933 -3.496
H: 2.144 -0.281 -5.129
H: 2.473 1.864 -4.692
H: 2.037 1.874 -2.982
H: 4.616 1.305 -4.457
H: 4.359 0.154 -3.118
H: 4.661 3.262 -3.110
H: 5.780 2.082 -2.397
H: 3.081 2.923 -1.301
H: 3.848 1.361 -0.831
H: 5.998 2.965 -0.437
H: 4.763 4.285 -0.349
H: 5.775 2.903 1.804
H: 4.423 1.806 1.486
H: 2.862 3.528 2.264
H: 3.841 4.782 1.487
H: 2.974 3.254 4.366
H: 4.088 4.229 5.355
H: 4.627 2.655 4.677
H: 0.833 -2.892 1.146
H: 1.789 -1.115 1.990
H: -4.075 -1.085 1.290
H: -3.507 -2.697 1.531
H: -3.779 -2.143 -1.415
H: -5.208 -1.863 -0.439
H: -3.778 0.007 -1.164
H: -2.677 1.335 -1.278
H: -3.475 1.906 1.250
H: -4.264 2.411 -0.237
H: -5.570 2.050 2.390
H: -4.565 0.582 2.629
H: -7.561 0.400 1.997
H: -6.733 0.235 3.621
H: -6.336 -0.938 2.313

- SMILES string = C=CC[C@]1(CCCCCCCCCCCCOC)[C@@H](C(=O)[O-])[C@@H](I)OS(=O)(=O)[C@@]1(CCF)OCCOCC
- E_LUMO (eV) = 2.466
- total charge = -1
- HOMO-LUMO gap (Ha) = 0.2739
- HOMO level (eV) = -4.987



Entry 4:
ORCA calculation (ωB97M-V/def2-TZVPD) on 9 unconnected molecules or ions with the total composition C27H47NO13 at a distorted geometry.

CARTESIAN COORDINATES (ANGSTROEM)
C: 2.646 -1.973 7.040
C: 3.603 -2.854 6.463
C: 3.496 -2.785 5.069
N: 2.468 -1.895 4.786
C: 1.858 -1.532 5.987
H: 2.612 -1.753 8.097
H: 4.378 -3.429 6.948
H: 4.094 -3.257 4.304
H: 2.101 -1.648 3.879
H: 1.026 -0.844 6.012
O: 3.567 -6.325 -3.210
C: 2.514 -6.396 -2.587
C: 1.129 -6.793 -3.109
C: 0.373 -7.035 -1.753
C: 1.198 -6.437 -0.637
O: 2.455 -6.104 -1.234
H: 0.644 -6.047 -3.738
H: 1.186 -7.660 -3.768
H: -0.641 -6.671 -1.586
H: 0.394 -8.087 -1.468
H: 0.714 -5.525 -0.288
H: 1.486 -7.169 0.117
O: -8.655 -1.451 -5.081
C: -7.902 -0.998 -4.245
C: -7.026 0.173 -4.190
C: -6.790 0.253 -2.716
C: -6.764 -1.193 -2.309
O: -7.689 -1.760 -3.137
H: -6.088 0.079 -4.737
H: -7.632 0.980 -4.601
H: -5.901 0.838 -2.484
H: -7.539 0.765 -2.112
H: -5.810 -1.704 -2.435
H: -7.106 -1.201 -1.274
O: -3.935 3.433 2.950
C: -4.303 3.898 4.036
C: -5.479 4.838 4.290
C: -5.817 4.448 5.697
C: -4.563 3.812 6.222
O: -3.953 3.234 5.090
H: -5.238 5.898 4.373
H: -6.343 4.750 3.633
H: -6.011 5.341 6.291
H: -6.771 3.925 5.768
H: -3.853 4.534 6.627
H: -4.703 3.062 7.000
O: 9.988 0.465 -1.547
C: 8.971 0.084 -2.114
C: 8.685 -0.156 -3.595
C: 7.467 -1.121 -3.496
C: 6.794 -0.786 -2.215
O: 7.810 -0.168 -1.453
H: 8.471 0.780 -4.111
H: 9.556 -0.656 -4.020
H: 6.785 -1.069 -4.344
H: 7.807 -2.152 -3.392
H: 6.018 -0.033 -2.355
H: 6.367 -1.644 -1.695
O: 4.644 4.676 -2.077
C: 4.010 5.287 -1.245
C: 2.608 5.029 -0.887
C: 2.418 5.787 0.421
C: 3.551 6.810 0.425
O: 4.542 6.183 -0.375
H: 2.062 5.555 -1.670
H: 2.288 3.988 -0.892
H: 1.443 6.204 0.671
H: 2.566 5.123 1.273
H: 3.200 7.677 -0.134
H: 3.890 7.038 1.436
C: 0.305 -0.862 -1.705
O: 0.403 -0.348 -0.424
H: 1.166 -0.613 -2.325
H: 0.085 -1.930 -1.690
H: -0.551 -0.570 -2.313
H: -0.474 -0.329 -0.033
C: -1.009 2.324 -6.170
O: -0.785 3.699 -5.865
H: -1.200 2.141 -7.227
H: -0.150 1.656 -6.099
H: -1.841 1.885 -5.620
H: -1.229 3.951 -5.052
C: -4.226 -2.748 4.199
O: -3.714 -3.196 2.982
H: -3.455 -2.367 4.869
H: -4.869 -1.883 4.038
H: -4.729 -3.521 4.780
H: -3.099 -3.929 3.065

- SMILES string = c1cc[nH]c1.O=C1CCCO1.O=C1CCCO1.O=C1CCCO1.O=C1CCCO1.O=C1CCCO1.CO.CO.CO
- E_LUMO (eV) = -0.213
- HOMO-LUMO gap (Ha) = 0.2930
- HOMO level (eV) = -8.185



Entry 5:
ORCA calculation (ωB97M-V/def2-TZVPD) on a molecular structure, C27H48AsCl3GeORbSeSi2 at a distorted geometry.

CARTESIAN COORDINATES (ANGSTROEM)
Rb: 0.596 0.670 0.055
C: -2.709 -0.133 -3.280
C: -1.960 0.746 -4.297
C: -1.047 -0.118 -5.163
C: -1.241 1.899 -3.605
C: -1.991 2.805 -2.850
C: -1.406 3.905 -2.237
C: -0.039 4.150 -2.353
C: 0.589 5.376 -1.733
C: 0.714 3.247 -3.095
C: 0.130 2.138 -3.709
H: -3.283 -0.910 -3.799
H: -3.404 0.447 -2.664
H: -1.997 -0.630 -2.620
H: -2.708 1.206 -4.951
H: -0.325 -0.658 -4.547
H: -0.509 0.475 -5.910
H: -1.644 -0.864 -5.695
H: -3.062 2.653 -2.744
H: -2.027 4.593 -1.668
H: 0.565 6.218 -2.430
H: 1.631 5.199 -1.465
H: 0.057 5.680 -0.829
H: 1.783 3.417 -3.204
H: 0.762 1.465 -4.278
Cl: 6.745 0.699 2.374
C: 5.026 1.033 2.353
C: 4.477 1.751 1.315
C: 3.111 2.003 1.313
Cl: 2.426 2.932 -0.014
C: 2.203 1.559 2.325
O: 0.946 1.769 2.284
C: 2.866 0.830 3.363
Cl: 1.878 0.235 4.673
C: 4.219 0.569 3.382
H: 5.098 2.121 0.511
H: 4.647 0.002 4.200
C: 0.047 -3.741 1.176
Si: -0.656 -3.485 -0.550
C: -2.418 -2.858 -0.322
C: -0.842 -5.228 -1.240
As: 0.425 -2.010 -1.923
Si: 2.574 -2.707 -1.545
C: 3.302 -2.209 0.124
C: 2.880 -4.560 -1.685
C: 3.677 -1.878 -2.825
H: -0.636 -4.353 1.779
H: 0.219 -2.794 1.703
H: 1.013 -4.264 1.119
H: -3.005 -3.538 0.311
H: -2.910 -2.785 -1.302
H: -2.435 -1.858 0.130
H: -1.423 -5.864 -0.556
H: 0.140 -5.695 -1.397
H: -1.351 -5.200 -2.213
H: 2.624 -2.474 0.946
H: 3.474 -1.126 0.174
H: 4.266 -2.708 0.303
H: 2.442 -5.089 -0.825
H: 3.955 -4.790 -1.714
H: 2.407 -4.957 -2.592
H: 3.495 -0.795 -2.831
H: 3.463 -2.256 -3.833
H: 4.741 -2.046 -2.604
C: -3.752 0.200 5.446
Ge: -2.486 0.555 3.997
C: -1.529 -1.064 3.529
C: -1.282 1.966 4.562
C: -3.654 1.047 2.509
Se: -2.873 1.550 0.803
C: -1.949 3.173 1.366
H: -3.221 -0.062 6.368
H: -4.422 -0.626 5.185
H: -4.359 1.092 5.640
H: -0.871 -1.364 4.347
H: -0.907 -0.882 2.650
H: -2.225 -1.880 3.311
H: -0.865 1.699 5.539
H: -1.809 2.922 4.653
H: -0.456 2.061 3.849
H: -4.350 1.828 2.817
H: -4.248 0.161 2.276
H: -1.118 2.931 2.023
H: -2.650 3.846 1.852
H: -1.561 3.640 0.464

- E_LUMO (eV) = 2.012
- total charge = -1
- HOMO-LUMO gap (Ha) = 0.2071
- HOMO level (eV) = -3.623